{"formula": "C27H32N4O3S", "method": "wB97M-V/def2-TZVPD", "homo_ev": -7.718, "e_above_lowest_kcal_mol": 37.1, "total_energy_ha": -1891.00616, "total_charge": 0, "smiles": "COc1ccc(NC(=S)N2CCN(CC/N=C/C3=C(O)C[C@@H](c4ccccc4)CC3=O)CC2)cc1", "orbital_gap_ev": 8.34, "species": ["C", "O", "C", "C", "C", "C", "N", "C", "S", "N", "C", "C", "N", "C", "C", "N", "C", "C", "C", "O", "C", "C", "C", "C", "C", "C", "C", "C", "C", "C", "O", "C", "C", "C", "C", "H", "H", "H", "H", "H", "H", "H", "H", "H", "H", "H", "H", "H", "H", "H", "H", "H", "H", "H", "H", "H", "H", "H", "H", "H", "H", "H", "H", "H", "H", "H", "H"], "positions_angstrom": [[-4.377413, -4.051807, 1.838602], [-3.578990, -4.783528, 0.940039], [-2.401154, -4.236305, 0.529319], [-1.650230, -5.005625, -0.361679], [-0.447668, -4.541581, -0.846530], [0.034389, -3.296657, -0.450753], [1.277839, -2.851937, -0.932018], [1.561707, -1.605482, -1.398976], [0.379225, -0.479671, -1.668672], [2.870886, -1.385689, -1.715777], [3.254150, -0.126728, -2.322658], [3.540291, 0.913630, -1.242067], [4.590410, 0.421140, -0.366108], [5.125797, 1.397735, 0.556929], [4.281071, 1.741482, 1.809805], [2.971151, 2.166119, 1.426479], [1.936524, 1.537336, 1.829381], [0.628408, 1.797552, 1.285466], [0.461299, 2.735029, 0.293908], [1.443317, 3.508360, -0.113013], [-0.840845, 2.919370, -0.407853], [-2.016390, 2.502807, 0.478166], [-3.322386, 2.600763, -0.269854], [-3.557162, 1.827490, -1.401476], [-4.757580, 1.922257, -2.081229], [-5.742256, 2.791255, -1.641664], [-5.518504, 3.564819, -0.516743], [-4.316263, 3.468315, 0.162585], [-1.768226, 1.079194, 0.975295], [-0.468764, 0.943974, 1.736100], [-0.340245, 0.134499, 2.636408], [4.221331, -0.844276, 0.235738], [3.941643, -1.874537, -0.866844], [-0.694204, -2.545770, 0.459037], [-1.906853, -3.003430, 0.939936], [-3.858240, -3.875408, 2.786035], [-5.257150, -4.667579, 2.019393], [-4.687940, -3.093207, 1.410674], [-2.035349, -5.966920, -0.662394], [0.123118, -5.144219, -1.539051], [1.924915, -3.586498, -1.185554], [2.444798, 0.218106, -2.966494], [4.149960, -0.309885, -2.921259], [3.875314, 1.844111, -1.702355], [2.598581, 1.101257, -0.711328], [5.296389, 2.314243, -0.011568], [6.093283, 1.024166, 0.908699], [4.780611, 2.572122, 2.319403], [4.248957, 0.880610, 2.495898], [1.993743, 0.717082, 2.553426], [2.279686, 3.220630, 0.379492], [-0.931393, 3.955151, -0.739839], [-0.813428, 2.285298, -1.300686], [-2.055381, 3.174066, 1.344392], [-2.800255, 1.143865, -1.757309], [-4.925361, 1.314871, -2.958581], [-6.679235, 2.864626, -2.173842], [-6.280695, 4.245512, -0.166277], [-4.148707, 4.075616, 1.041301], [-2.587827, 0.733172, 1.607833], [-1.694424, 0.400913, 0.119389], [5.049892, -1.188981, 0.859209], [3.314864, -0.767997, 0.860836], [3.683662, -2.829943, -0.410190], [4.832545, -2.001484, -1.487621], [-0.309235, -1.604335, 0.812429], [-2.439996, -2.389044, 1.646642]], "atomic_forces_ev_per_a": [[-0.111, 0.105, 0.130], [0.178, -0.133, -0.192], [0.169, -0.090, -0.155], [-0.264, 0.018, 0.213], [0.094, 0.285, 0.036], [-0.460, -0.113, 0.255], [0.704, -0.133, -0.060], [-0.148, -0.116, -0.332], [-0.480, 0.421, -0.174], [-0.167, -0.249, 0.018], [-0.028, 0.569, -0.159], [-0.177, -0.183, -0.302], [-0.020, -0.087, 0.003], [-0.053, 0.044, 0.387], [0.524, -0.186, -0.051], [-0.349, 0.344, -0.135], [0.161, -0.161, 0.129], [0.135, 0.171, 0.100], [0.005, -0.075, 0.110], [-0.236, -0.016, -0.148], [0.017, 0.164, 0.113], [0.084, -0.131, -0.150], [0.010, 0.099, 0.113], [0.002, 0.026, 0.023], [-0.011, -0.058, -0.087], [-0.094, 0.034, -0.017], [-0.102, 0.039, -0.017], [0.058, -0.009, 0.023], [-0.125, 0.004, 0.265], [-0.239, 0.174, -0.361], [0.030, -0.112, 0.092], [0.108, -0.149, -0.206], [0.256, -0.143, 0.476], [0.191, -0.187, -0.077], [-0.232, -0.109, 0.078], [-0.017, 0.011, -0.036], [0.042, 0.084, 0.021], [0.021, -0.022, 0.024], [-0.045, -0.114, -0.036], [0.034, -0.051, -0.100], [-0.016, 0.176, 0.085], [0.159, -0.063, 0.041], [0.005, 0.007, 0.031], [-0.032, 0.042, -0.012], [0.094, 0.011, -0.155], [0.068, 0.012, 0.046], [0.032, 0.124, 0.011], [0.070, -0.127, 0.050], [-0.028, 0.104, -0.032], [0.098, 0.020, -0.052], [0.023, -0.142, 0.102], [0.027, -0.024, -0.004], [0.028, 0.040, -0.043], [-0.017, -0.026, -0.080], [0.102, -0.111, -0.047], [-0.009, -0.051, -0.068], [-0.069, 0.002, -0.041], [-0.058, 0.050, 0.026], [0.039, 0.048, 0.088], [0.065, -0.027, 0.003], [-0.017, -0.066, -0.029], [-0.040, -0.039, 0.049], [0.043, -0.033, 0.049], [0.048, 0.061, -0.074], [-0.022, -0.048, 0.087], [0.026, 0.046, 0.056], [-0.084, 0.047, 0.101]], "lowdin_charge": [-0.090, -0.087, -0.277, -0.005, -0.019, -0.279, 0.056, -0.756, 0.760, -0.120, -0.178, -0.171, -0.161, -0.176, -0.196, 0.001, -0.077, -0.095, -0.257, 0.102, -0.055, -0.256, -0.200, -0.032, -0.077, -0.095, -0.086, -0.036, -0.070, -0.383, 0.059, -0.159, -0.129, -0.046, 0.000, 0.096, 0.092, 0.096, 0.117, 0.112, 0.143, 0.081, 0.127, 0.131, 0.079, 0.118, 0.116, 0.117, 0.112, 0.136, 0.082, 0.142, 0.114, 0.153, 0.108, 0.104, 0.100, 0.101, 0.110, 0.138, 0.089, 0.129, 0.123, 0.114, 0.128, 0.075, 0.105]}